No. 1
C33H28F2N4O7PS2Y | ωB97M-V/def2-TZVPD

Structure (ORCA input):
```
! RIJCOSX wB97M-V def2-TZVPD def2/J DEFGRID3
* xyz -2 1
Y -0.08143 -0.15030 0.46054
S 3.07140 -3.02747 1.74795
S 3.82943 -0.16381 3.19618
P -1.25511 -2.15847 -1.42379
F -0.19665 -1.57453 3.16454
F -0.81645 -2.98203 1.51578
O 4.48009 -2.72334 1.89004
O 2.68188 -3.98276 0.74432
O -5.99603 1.59713 2.48632
O -2.45414 0.03150 -0.24839
O -5.41574 0.36224 -0.13115
O -3.44284 2.65570 3.51172
O -1.28502 1.39589 1.85242
N -0.45241 2.08878 -1.40373
N 2.21529 -1.70944 1.48782
N 1.74039 0.52787 1.87152
N 1.26224 -4.92863 7.09721
C 2.50414 -0.53968 2.08558
C -3.14710 0.60824 0.64309
C -2.22134 3.07802 -2.77337
C 0.91744 -4.70358 4.70256
C 3.61140 -0.77832 -2.47089
C -3.42969 3.81309 -2.82314
C -1.00813 -1.62267 1.99468
C -1.56487 2.59159 -3.92734
C -3.97375 4.32631 -1.67980
C 2.14133 1.62567 2.59907
C 3.40281 -3.50136 4.43134
C -0.38514 1.93587 -3.79690
C 1.71380 -4.50517 5.82915
C -1.60258 2.83052 -1.53397
C -2.15660 3.41609 -0.37283
C 1.47270 -0.14570 -1.39355
C 2.39623 1.07715 -3.34172
C -2.66315 -3.23736 -0.98711
C 2.58459 -3.67540 3.31986
C -4.90452 1.42702 2.00067
C -4.60274 0.72249 0.69921
C -1.92448 -1.36086 -2.93208
C 1.39559 0.85343 -2.38590
C 2.96838 -3.92054 5.68265
C 3.22905 1.45405 3.36919
C -0.10973 -3.36064 -2.21215
C -3.58303 1.89664 2.57215
C 2.61506 -0.96812 -1.52136
C -2.54818 1.29187 1.72985
C 0.15416 1.67630 -2.49517
C 3.52226 0.27344 -3.37536
C -3.31214 4.14133 -0.44456
C 1.34200 -4.28448 3.45769
H 2.73074 -1.80582 -0.85023
H -2.75506 -0.71230 -2.64518
H 4.37392 -3.03837 4.30197
H -3.73710 4.55728 0.46206
H -2.01174 2.75266 -4.90304
H 1.55869 2.53373 2.51808
H 4.46295 -1.45156 -2.50145
H -4.90898 4.87219 -1.71485
H 0.13545 1.54510 -4.66073
H -1.14601 -0.75016 -3.39552
H -3.47824 -2.60472 -0.62570
H -1.64319 3.25648 0.56776
H 0.71075 -4.40700 2.59014
H -0.62251 -4.00965 -2.93130
H 0.67520 -2.79498 -2.72034
H 3.59783 -3.77620 6.55679
H 2.29860 1.89777 -4.04714
H -3.91466 3.95381 -3.78366
H 3.70830 2.17049 4.01974
H 0.25843 -4.91143 7.18308
H 0.37192 -3.96939 -1.44035
H -2.26046 -2.11704 -3.64999
H -0.06458 -5.15393 4.81463
H 4.30802 0.45599 -4.09943
H -2.99621 -3.80476 -1.86068
H 1.68780 -4.42290 7.85568
H -2.36596 -3.91782 -0.18769
H -2.02399 -1.65436 2.39634
*
```

The total energy is -92410.634 eV. As for the LUMO energy: 4.12 eV. For the energy relative to the best compared isomer or geometry (same formula, charge and spin), the calculation gives 0.3 kcal per mole. The HOMO-LUMO gap is 0.220 Eh. The value obtained for the maximum force is 1.85 eV/A.



No. 2
C33H28GeN5OTc | ωB97M-V/def2-TZVPD

Structure (ORCA input):
```
! RIJCOSX wB97M-V def2-TZVPD def2/J DEFGRID3
* xyz 0 1
Tc 0.86699 0.18762 -2.45424
Ge 0.71067 -1.58406 0.71566
O -4.70626 2.84553 -1.68836
N -3.61996 0.51147 -2.81169
N -1.16528 0.24908 -2.86115
N 2.80364 -0.19693 -2.82909
N 7.16752 0.98031 -3.30959
N 5.19753 -0.49793 -3.02602
C -4.27254 1.52544 -3.66283
C 4.47094 0.32689 2.83152
C -2.29009 -0.06956 3.29237
C 1.40296 4.18058 -1.25164
C 2.23642 -0.82113 1.61241
C -4.17849 0.50066 -1.43377
C 0.94401 2.89885 -0.95047
C -3.32691 -1.72513 1.88210
C -1.06694 -0.30771 2.67048
C 2.97308 -1.53808 2.55731
C 1.44651 5.15249 -0.26308
C -2.10358 -1.96019 1.26089
C -0.96093 -1.25039 1.64570
C 0.95617 -5.45600 -0.94668
C 6.21919 0.32955 -3.17688
C 4.08556 -0.96663 3.16141
C 0.80917 -4.34630 1.59322
C -4.15923 2.88019 -2.99893
C -2.29937 0.39875 -2.88102
C 0.54643 3.58153 1.33321
C 3.75667 1.04547 1.88161
C 0.49428 2.61258 0.34335
C 0.96302 1.86839 -1.97014
C 2.64699 0.47235 1.26929
C -3.42018 -0.77702 2.89746
C 0.87132 -5.72624 1.44171
C 0.90433 -4.07330 -0.79542
C -4.06578 1.88884 -0.85181
C 0.60595 -0.76487 -1.03696
C 0.83483 -3.50329 0.47603
C 0.94760 -6.28081 0.16971
C 3.96790 -0.27529 -2.91765
C 1.03335 4.85000 1.02949
H -3.64852 -0.23315 -0.83181
H -5.31910 1.23927 -3.74755
H -4.20471 -2.28762 1.58169
H -3.82261 1.51891 -4.65336
H 4.06806 2.04619 1.60786
H -0.18720 0.24413 2.98815
H 5.33803 0.76991 3.30610
H 1.80710 6.14541 -0.49839
H 1.73239 4.39595 -2.26057
H -5.22422 0.20573 -1.51734
H 0.85565 -6.36800 2.31421
H -4.56056 1.93569 0.11575
H -4.37070 -0.59798 3.38720
H -4.72170 3.62727 -3.55419
H 2.11762 1.02252 0.49663
H 1.00004 -7.35645 0.05003
H -3.10463 3.18608 -2.96038
H 0.21723 3.35081 2.33872
H 4.65811 -1.53471 3.88393
H -2.03450 -2.71337 0.48076
H 0.92600 -3.43080 -1.66847
H -2.35951 0.66252 4.08932
H 0.72631 -3.92698 2.59192
H 2.69014 -2.55302 2.81674
H 0.10513 1.61769 0.54999
H -3.00750 2.15211 -0.72108
H 1.00488 -5.88884 -1.93780
H 1.09132 5.60500 1.80443
*
```

The total energy is -102882.555 eV. As for the LUMO energy: -0.50 eV. The HOMO-LUMO gap is 0.258 Eh. The value obtained for the maximum force is 1.24 eV/A.



No. 3
C33H28I2N7OSn | ωB97M-V/def2-TZVPD

Structure (ORCA input):
```
! RIJCOSX wB97M-V def2-TZVPD def2/J DEFGRID3
* xyz 3 1
I -0.51400 5.00326 -0.36158
I 5.09184 6.28635 1.58952
Sn -0.05576 -0.02396 0.00424
O 0.81982 2.22631 -0.20017
N 1.98086 0.40169 1.72296
N 1.81821 -1.99146 -0.48864
N -1.56845 -2.39508 0.53795
N 1.22214 -0.20325 -2.47852
N 2.02953 -1.12738 -2.65228
N -0.78511 0.44633 2.42359
N -2.64430 -0.24415 -0.81334
C -1.56251 0.52676 5.08927
C 3.57548 4.91737 1.11315
C 0.01925 1.69022 -3.28402
C -3.21121 0.81077 -1.36484
C -3.20908 -1.45864 -0.99210
C -2.51010 0.42344 4.08018
C -4.98046 -0.47854 -2.31693
C 2.41027 -2.01535 -1.69407
C -4.17805 -4.03465 -1.53448
C 2.33811 5.36564 0.64352
C 3.39225 -2.94852 -2.04476
C 1.63917 3.02281 0.32002
C 2.18339 -2.91206 0.38936
C 3.76878 -3.89784 -1.10949
C -0.39778 2.48159 -4.32940
C 2.86474 2.60027 0.94628
C 0.12149 0.62126 3.38622
C 0.83299 0.57140 -3.52802
C 1.39023 4.44380 0.28184
C -2.07308 0.36143 2.77260
C -0.22928 0.62509 4.73326
C 0.00369 2.18738 -5.63045
C -4.40888 0.74867 -2.08109
C 3.12131 1.13135 1.15178
C 3.79904 3.53708 1.30209
C 1.23018 0.27585 -4.85242
C -3.06585 -3.86289 -0.70590
C 0.82514 1.09053 -5.88142
C -4.85069 -2.94449 -2.03719
C -2.60964 -2.59807 -0.37983
C 1.54390 0.94653 3.00730
C -4.36706 -1.63782 -1.79956
C 3.14319 -3.88551 0.13073
H -5.88359 -0.57105 -2.90059
H -1.85321 0.55405 6.12671
H 1.59377 2.03959 2.92976
H 2.30323 -0.54920 1.88427
H -1.03394 3.33325 -4.14238
H -3.56206 0.39591 4.31101
H -2.69953 1.75575 -1.22080
H 3.33302 0.67712 0.17617
H 3.83277 -2.91561 -3.02683
H 1.67610 -2.87752 1.34775
H -1.22123 -3.28329 0.89011
H -4.85880 1.65577 -2.44577
H -4.53927 -5.03233 -1.73612
H 4.01799 1.02627 1.77728
H -0.32068 2.81749 -6.44418
H 1.84750 -0.59179 -5.02528
H 0.53244 0.72657 5.48977
H -2.77995 0.27852 1.95771
H -1.89168 -1.81669 1.30858
H 2.12930 6.42132 0.56746
H 1.14409 0.88934 -6.89256
H 4.73755 3.22171 1.73519
H -0.24019 1.94291 -2.26342
H 2.21231 0.63953 3.82149
H -2.59231 -4.73543 -0.27777
H 4.51658 -4.64103 -1.34235
H 3.39130 -4.61719 0.88387
H -5.75554 -3.07411 -2.61237
*
```

The total energy is -69159.738 eV. As for the LUMO energy (alpha / beta): -12.12 / -12.13 eV. For the energy relative to the best compared isomer or geometry (same formula, charge and spin), the calculation gives 69.6 kcal per mole. The HOMO-LUMO gap (alpha / beta) is 0.103 / 0.103 Eh. The value obtained for the maximum force is 3.20 eV/A.



No. 4
C33H29Br2MnN3O3PS | ωB97M-V/def2-TZVPD

Structure (ORCA input):
```
! RIJCOSX wB97M-V def2-TZVPD def2/J DEFGRID3
* xyz 1 4
Br 0.72603 5.09811 1.45089
Br 1.64718 -0.46962 -5.04040
Mn 0.54044 2.17310 -0.82133
S -1.47972 -9.24692 -0.81106
P -0.16776 0.70700 1.15519
O -0.96952 3.63111 -0.96473
O 0.55533 3.93922 -2.47767
O -1.25967 2.75801 2.70577
N -0.93578 -6.76052 -1.55043
N 1.86878 0.29161 -0.95584
N -0.75609 -8.24791 -3.17670
C -1.73358 -3.45421 -0.06859
C -0.71659 -2.05517 1.55684
C -2.09915 2.50615 1.65006
C -1.49897 -1.10281 -0.55395
C -0.98128 -8.07165 -1.88046
C -3.97103 2.26665 3.20684
C -0.48495 -6.01717 -2.72626
C 1.52590 -2.16786 -1.21189
C 1.70676 -0.60842 2.87726
C 0.99586 6.14323 -0.05959
C 2.83289 -0.55289 3.66350
C -3.24481 1.20907 3.86948
C -1.06395 -3.33497 1.13477
C 3.31882 1.67646 3.08328
C -3.54301 2.86331 2.00478
C -0.89658 -0.92759 0.68835
C 1.83166 0.36839 -2.22118
C 1.36427 0.54206 2.14167
C -0.02581 6.95035 -2.17744
C 1.71751 8.21489 -0.88412
C -1.92390 -2.39553 -0.92876
C 1.45655 -2.01450 -2.65396
C 0.83583 8.06859 -2.00885
C -0.25756 4.39498 -1.64000
C 1.75304 -0.65877 -3.05993
C -2.19859 0.57779 3.30824
C -1.57280 1.34565 2.27998
C -0.81669 -6.96639 -3.86442
C 0.10096 5.96307 -1.21199
C 2.15534 1.69995 2.29934
C 1.90436 7.16259 -0.10123
C 3.61735 0.57460 3.79736
C 1.83771 -1.00903 -0.46076
H 3.91212 2.57301 3.07945
H 1.02733 8.74802 -2.87706
H -2.04581 -4.44672 -0.36159
H -1.00050 -4.16589 1.77823
H -0.96504 -5.04081 -2.76013
H 2.12357 -1.18493 0.53375
H 3.21351 -1.36160 4.25231
H 1.58837 -3.10441 -0.63433
H -4.15783 3.59566 1.52640
H -0.11116 -6.85956 -4.67733
H -1.84280 -0.36283 3.64861
H -1.74305 2.99848 0.75709
H 4.45945 0.59733 4.48857
H -0.75584 -6.45937 -0.62150
H 2.16881 9.17044 -0.74661
H -2.55355 -2.56253 -1.79445
H 1.78603 1.29582 -2.84666
H -0.53336 6.76335 -3.12053
H 1.88544 2.60883 1.79153
H 2.60247 7.08635 0.74466
H -1.75678 -0.21390 -1.26285
H 1.17874 -2.65722 -3.47090
H 1.17668 -1.49929 2.78454
H 0.59743 -5.84966 -2.63820
H -1.10739 -9.11679 -3.52098
H -0.35455 -1.82471 2.52809
H -3.64075 0.48073 4.69472
H -1.87002 -6.78708 -4.17487
H -4.97632 2.51525 3.53798
*
```

The total energy is -236820.541 eV. As for the LUMO energy (alpha / beta): -4.26 / -3.77 eV. Its expectation value of S² is 3.80. The HOMO-LUMO gap (alpha / beta) is 0.203 / 0.221 Eh. The value obtained for the maximum force is 6.74 eV/A.



No. 5
C33H29BrCl3CrN8O5S | ωB97M-V/def2-TZVPD

Structure (ORCA input):
```
! RIJCOSX wB97M-V def2-TZVPD def2/J DEFGRID3
* xyz 2 2
Br -5.04701 4.73769 -2.31384
Cr -0.12734 -0.04945 -0.10308
Cl -5.08414 -4.79363 0.98681
Cl -5.93981 -2.74232 -0.89458
Cl -4.16119 -4.87697 -1.77959
S 0.33074 -2.65414 -0.94193
O 1.73034 -2.53475 -1.26487
O -0.59289 -2.01496 -1.86558
O 0.09165 -2.01329 0.41117
O -0.20352 1.92892 -0.15127
O -2.00689 0.53200 -1.37743
N -2.63975 -2.26560 0.23967
N 1.62692 -0.07542 1.07738
N 0.53809 4.18593 1.04660
N 3.38798 0.78663 -2.01697
N -0.64481 -0.19706 3.93245
N -0.97352 0.09112 1.76631
N -0.57901 6.02144 0.76563
N 1.33108 0.17167 -1.51340
C 2.13252 0.79046 -5.50719
C 1.36994 0.28370 2.47348
C 2.52096 0.47165 -1.04203
C -3.36967 2.50464 -1.78443
C -0.53439 4.71968 0.44825
C 2.34394 5.11988 2.57515
C -2.01598 -0.29707 3.74101
C 0.47437 0.04211 -3.89612
C 1.41578 0.27293 -2.89690
C 2.71436 0.68539 -3.22715
C 2.78637 0.54058 0.42561
C -0.08072 0.03005 2.73454
C -1.47109 3.96792 -0.34725
C -2.88649 -0.20351 -2.24567
C 2.72908 6.30845 3.16653
C -4.54868 -0.33183 2.69531
C 0.85471 0.30884 -5.19482
C -4.60754 -3.83050 -0.42228
C 3.09306 0.96981 -4.53209
C -2.21463 -0.09566 2.36801
C -3.48437 -2.98389 -0.05575
C -2.26284 1.87218 -1.27247
C -1.26764 2.58432 -0.56602
C 0.88025 7.53260 2.18376
C -4.33608 -0.55347 4.06311
C 0.49135 6.33974 1.59379
C -3.52810 3.87856 -1.58787
C 1.20861 5.15487 1.77869
C -3.50073 -0.08228 1.83519
C 2.01312 7.49467 2.97398
C -2.60822 4.60084 -0.87884
C -0.06384 -4.37667 -0.72475
C -3.07187 -0.53235 4.61320
H 2.87452 1.58827 0.72837
H 4.36711 0.99085 -1.90194
H 2.90558 4.20847 2.73145
H -2.91155 -0.69021 5.67108
H 3.60778 6.31846 3.79595
H 0.32395 8.44767 2.03445
H 4.08641 1.31856 -4.77897
H -5.55940 -0.36016 2.31120
H -0.49002 -0.36853 -3.64331
H 2.37099 1.01824 -6.53652
H 1.56107 1.35209 2.61228
H 0.72759 3.19995 0.88961
H 0.04034 -4.58310 0.33705
H -2.90817 0.26332 -3.23154
H 1.72614 -1.08947 1.01307
H -5.18725 -0.73080 4.70558
H -0.16362 -0.31729 4.80886
H -3.89201 -0.24406 -1.82282
H -2.47303 -1.19967 -2.31903
H -4.13020 1.97181 -2.33519
H 0.64556 -4.95797 -1.30551
H 2.35440 8.39832 3.45838
H -3.65300 0.10194 0.78236
H -1.26588 6.68220 0.44081
H 0.14842 0.14122 -5.99644
H 3.72038 0.03298 0.68181
H -1.08482 -4.54361 -1.05524
H -2.76465 5.66110 -0.73642
H 2.00552 -0.26607 3.17204
*
```

The total energy is -203706.068 eV. As for the LUMO energy (alpha / beta): -6.56 / -6.01 eV. Its expectation value of S² is 0.78. For the energy relative to the best compared isomer or geometry (same formula, charge and spin), the calculation gives 0.0 kcal per mole. The HOMO-LUMO gap (alpha / beta) is 0.237 / 0.258 Eh. The value obtained for the maximum force is 1.33 eV/A.



No. 6
C33H29NO6PS2Zr | ωB97M-V/def2-TZVPD

Structure (ORCA input):
```
! RIJCOSX wB97M-V def2-TZVPD def2/J DEFGRID3
* xyz 0 2
Zr 1.02488 -1.52004 -0.93429
S 3.58510 -0.17871 -1.01355
S 1.47806 -3.80303 -1.95939
P 0.69094 1.20179 -1.73029
O 0.89400 -2.48688 1.04792
O 2.70199 -0.42278 0.16592
O -0.30505 -0.72751 0.65032
O 2.87853 -0.89289 -2.11760
O -0.53597 -1.61685 -2.24991
O 4.96013 -0.50004 -0.83812
N -0.83978 -2.71057 -1.37741
C -0.23876 -3.95377 -1.71312
C 0.09014 -1.60963 1.48711
C 4.59504 3.67082 -1.46654
C -2.58770 -0.54929 2.19387
C 0.17626 1.39535 -3.46307
C -0.34960 -1.57963 2.89687
C 2.24263 2.16514 -1.61690
C 0.99215 1.95633 -4.44136
C -1.60840 -1.04965 3.22379
C -0.43366 2.24390 -0.74740
C 0.55579 2.02873 -5.75695
C -1.57194 -1.38659 7.01473
C 3.47055 1.55818 -1.35250
C -1.00581 3.04568 1.45263
C 3.38085 4.29560 -1.70924
C -1.46969 2.99769 -1.28682
C 0.09198 -1.96689 5.22560
C -2.27486 3.76755 -0.45590
C 0.51526 -2.04809 3.90670
C -0.20993 2.26742 0.62999
C -2.18408 -2.69726 -0.96292
C 1.89020 -2.60350 3.63914
C -1.98682 -1.01112 4.55981
C -0.69555 1.54424 -6.10447
C -1.07145 0.88310 -3.82491
C -0.96236 -5.11015 -1.61765
C -2.31052 -5.08668 -1.23548
C -2.04423 3.79365 0.91055
C 4.64108 2.29855 -1.27998
C -2.89779 -3.84643 -0.89548
C 2.21615 3.54703 -1.77948
C -1.15267 -1.45871 5.57291
C -1.50745 0.96884 -5.13641
H -0.99091 -0.63106 7.54721
H 1.97453 2.33048 -4.18732
H -1.03384 1.60222 -7.13080
H -2.96699 -0.62267 4.81285
H -2.47682 0.57013 -5.40506
H -2.67292 4.39418 1.55521
H -0.82387 3.05830 2.51967
H 1.20004 2.46265 -6.51040
H -2.88273 -6.00034 -1.17552
H 2.42353 -2.72442 4.58111
H 5.50624 4.25089 -1.40987
H -3.92779 -3.79287 -0.56971
H -2.56344 -1.71379 -0.73382
H -3.55195 -0.36269 2.66523
H -1.40561 -2.33963 7.51811
H -2.72865 -1.27461 1.39355
H 1.26881 4.04021 -1.96319
H -2.62582 -1.12841 7.10845
H 0.58753 1.67027 1.05701
H 3.33797 5.36864 -1.84244
H 0.75809 -2.31501 6.00744
H -2.23979 0.37369 1.72923
H 2.47314 -1.95264 2.98843
H -1.64943 2.99432 -2.35354
H -3.08013 4.35140 -0.88270
H 1.83462 -3.56998 3.14078
H -0.45223 -6.04209 -1.81760
H 5.57238 1.79167 -1.07086
H -1.69160 0.39832 -3.08222
*
```

The total energy is -80710.703 eV. As for the LUMO energy (alpha / beta): 0.08 / 0.00 eV. Its expectation value of S² is 0.79. For the energy relative to the best compared isomer or geometry (same formula, charge and spin), the calculation gives 2.2 kcal per mole. The HOMO-LUMO gap (alpha / beta) is 0.224 / 0.293 Eh. The value obtained for the maximum force is 0.50 eV/A.



Question: maximum force of number 1 (C33H28F2N4O7PS2Y)?
Answer: 1.85 eV/A



Question: The lowest maximum force belongs to which entry?
Answer: C33H29NO6PS2Zr